(1)
{
  "formula": "C25H22FN4Re",
  "method": "ωB97M-V/def2-TZVPD",
  "total_charge": 1,
  "spin_multiplicity": 2,
  "lumo_energy_ev": [-4.62, -4.19],
  "e_homo_ev": [-11.3, -10.5],
  "gap_ev": [6.7, 6.3],
  "species": ["Re", "C", "C", "C", "C", "C", "C", "N", "N", "C", "C", "C", "C", "C", "N", "H", "H", "H", "H", "H", "H", "H", "H", "H", "C", "C", "C", "C", "C", "C", "C", "C", "N", "H", "H", "H", "H", "H", "H", "H", "H", "H", "F", "C", "C", "C", "C", "C", "C", "H", "H", "H", "H"],
  "positions_angstrom": [[0.633, 0.939, -0.656], [5.273, -2.110, -0.309], [5.743, -0.804, -0.263], [4.858, 0.260, -0.216], [3.491, 0.009, -0.222], [3.015, -1.295, -0.269], [3.907, -2.353, -0.310], [2.537, 1.086, -0.203], [3.063, 2.255, 0.044], [2.103, 3.202, 0.175], [2.427, 4.516, 0.524], [1.412, 5.406, 0.764], [0.079, 4.990, 0.646], [-0.189, 3.702, 0.274], [0.804, 2.809, 0.030], [5.970, -2.936, -0.344], [6.807, -0.612, -0.264], [5.215, 1.278, -0.182], [1.949, -1.490, -0.259], [3.534, -3.368, -0.342], [3.471, 4.781, 0.614], [1.639, 6.425, 1.047], [-0.737, 5.673, 0.830], [-1.194, 3.332, 0.138], [-3.485, 1.782, -0.553], [-2.895, 0.406, -0.533], [-3.736, -1.652, -0.472], [-3.408, -3.122, -0.559], [-2.208, -3.711, -0.567], [-1.009, -2.952, -0.197], [-0.165, -3.509, 0.908], [-0.855, -1.711, -0.661], [-1.410, 0.320, -0.768], [-4.571, 1.734, -0.512], [-3.189, 2.308, -1.461], [-3.146, 2.345, 0.319], [-4.822, -1.555, -0.498], [-4.271, -3.764, -0.699], [-2.147, -4.790, -0.660], [-0.786, -3.881, 1.724], [0.535, -2.771, 1.299], [0.413, -4.356, 0.529], [-4.522, -0.101, 1.180], [-3.337, -0.565, 0.620], [-2.369, -0.698, 1.755], [-1.057, -0.573, 1.587], [-0.553, -0.480, 0.197], [-1.615, -0.885, -1.667], [-3.141, -0.742, -1.557], [-2.816, -0.782, 2.737], [-0.365, -0.573, 2.419], [-1.195, -0.812, -2.670], [-3.681, -0.608, -2.490]]
}

(2)
{
  "formula": "C4H7NO2",
  "method": "ωB97M-V/def2-TZVPD",
  "de_lowest_kcal_mol": 104.2,
  "lumo_energy_ev": 0.43,
  "e_homo_ev": -9.4,
  "gap_ev": 9.8,
  "species": ["C", "N", "C", "C", "O", "C", "O", "H", "H", "H", "H", "H", "H", "H"],
  "positions_angstrom": [[2.440, -0.116, -0.133], [1.206, 0.630, -0.318], [0.073, -0.010, -0.296], [-0.566, 1.145, 0.323], [-2.403, 0.514, -0.083], [-2.380, -0.728, -0.032], [-0.367, -1.170, -0.400], [2.778, -0.500, -1.103], [3.215, 0.548, 0.259], [2.314, -0.971, 0.544], [-0.637, 2.088, -0.201], [-0.667, 1.161, 1.405], [-2.759, -1.314, -0.878], [-2.247, -1.275, 0.911]]
}

(3)
{
  "formula": "CH8O5",
  "method": "ωB97M-V/def2-TZVPD",
  "de_lowest_kcal_mol": 103.9,
  "lumo_energy_ev": -0.58,
  "e_homo_ev": -9.8,
  "gap_ev": 9.2,
  "species": ["O", "C", "O", "H", "H", "H", "H", "O", "H", "H", "O", "H", "H", "O"],
  "positions_angstrom": [[-0.905, -1.530, -1.048], [-1.545, -0.475, -1.268], [-0.996, 0.692, -1.526], [-2.493, -0.938, -1.651], [0.376, 0.083, -0.833], [2.129, -0.619, -0.308], [1.575, 0.849, -0.962], [1.411, -0.055, -0.647], [0.661, 0.647, 1.850], [1.964, 0.801, 2.176], [1.302, 0.113, 2.336], [-1.479, -0.482, 0.455], [-0.994, 0.770, 0.334], [-1.007, 0.145, 1.090]]
}

(4)
{
  "formula": "C12H13O5Tl",
  "method": "ωB97M-V/def2-TZVPD",
  "total_charge": 2,
  "lumo_energy_ev": [-9.89, -10.21],
  "e_homo_ev": [-15.7, -15.7],
  "gap_ev": [5.8, 5.5],
  "species": ["Tl", "O", "C", "O", "C", "C", "C", "C", "O", "C", "O", "C", "C", "H", "H", "H", "H", "H", "C", "C", "C", "O", "C", "H", "H", "H", "H", "H", "H", "H", "H"],
  "positions_angstrom": [[-3.123, -1.584, -0.314], [-1.098, 0.201, 3.332], [-0.594, -0.454, 2.389], [-0.936, -1.164, 1.475], [0.994, -0.277, 2.592], [1.781, -0.217, 1.393], [3.118, 0.060, 1.451], [3.662, 0.138, 2.736], [4.900, 0.387, 3.083], [4.977, 0.359, 4.523], [3.628, 0.076, 4.966], [2.879, -0.057, 3.908], [1.488, -0.261, 3.860], [1.299, -0.379, 0.438], [3.728, 0.173, 0.565], [5.296, 1.324, 4.901], [5.642, -0.435, 4.847], [0.879, -0.319, 4.750], [-2.772, 1.264, -4.058], [-3.628, 0.196, -4.764], [-3.595, -1.024, -3.837], [-2.760, -0.656, -2.691], [-1.933, 0.464, -3.081], [-3.397, 1.982, -3.530], [-2.139, 1.808, -4.756], [-3.217, -0.051, -5.740], [-4.646, 0.541, -4.923], [-3.169, -1.896, -4.324], [-4.577, -1.302, -3.459], [-1.023, 0.088, -3.554], [-1.664, 1.015, -2.180]]
}